The following is a quantum chemistry calculation of 2 unconnected molecules or ions with the total composition C4H10N4, from the Open Molecules 2025 dataset.

Orbital gap ... 9.03 eV
E_HOMO ... -8.4 eV
LUMO energy ... 0.6 eV
Largest force on an atom ... 0.933 eV Å⁻¹
Energy above the lowest of the compared OMol25 structures with the same formula, charge and spin ... 75.3 kcal/mol

Structure (ORCA input):
```
! RIJCOSX wB97M-V def2-TZVPD def2/J DEFGRID3
* xyz 0 1
C 0.96548 -0.10243 -0.09371
C -1.06240 -0.15895 -0.42053
C 1.21221 1.34305 -0.51345
C -1.88412 -0.01277 0.83509
N 1.43840 -1.12156 -0.82840
N 1.15154 -0.29448 1.30607
N -0.34014 -2.18068 -1.39321
N -1.11200 -1.41518 -1.02543
H 1.61636 -0.82840 -1.78588
H -1.29460 0.59100 -1.17849
H 0.51824 0.21378 1.90532
H 1.19418 -1.27520 1.54772
H 0.98131 1.48681 -1.56978
H 0.60934 2.04458 0.06848
H 2.26258 1.58670 -0.34293
H -2.95996 -0.04977 0.64843
H -1.63139 -0.78724 1.56132
H -1.66502 0.96074 1.27937
*
```